The following is a quantum chemistry calculation of a gas-phase ion, C2HO4S (charge -1), from the OMol25 dataset.

Last column: Mulliken charge in e.
Cartesian coordinates (Å):
C: -0.84 0.20 -0.14  -0.46
C: -0.89 0.36 -1.41  0.87
O: -1.20 0.50 -2.55  -0.51
O: 2.08 -0.81 -0.01  -0.56
O: 1.12 0.37 1.94  -0.58
O: -0.53 -0.86 0.56  -0.53
S: 1.26 -0.91 1.23  0.56
H: -0.99 1.16 0.38  0.20

## Properties
HOMO level in eV: -3.925
Net charge: -1
Largest force on an atom in hartree/bohr: 0.080
Lowest unoccupied orbital energy in eV: 3.9
Relative energy (zero: lowest compared OMol25 entry of this formula, charge and spin) in kcal per mole: 35.2


The following is a quantum chemistry calculation of 2 unconnected molecules or ions with the total composition C2INO3, from the OMol25 dataset.

Last column: Mulliken charge in e.
Cartesian coordinates (Å):
O: -0.90 -2.45 -0.01  -0.39
C: -0.11 -1.61 -0.01  0.64
N: 0.50 -0.58 0.00  -0.53
I: 2.39 0.01 0.00  0.27
O: -0.65 1.54 1.15  -0.38
C: -0.61 1.51 0.00  0.75
O: -0.62 1.59 -1.14  -0.38

## Properties
HOMO level in eV: -10.025
Net charge: 0
Largest force on an atom in hartree/bohr: 0.034
SMILES: O=C=NI.O=C=O
Lowest unoccupied orbital energy in eV: -1.0
Relative energy (zero: lowest compared OMol25 entry of this formula, charge and spin) in kcal per mole: 4.3


The following is a quantum chemistry calculation of a molecular structure, C2LiO2Tl, from the OMol25 dataset.

Last column: Mulliken spin population.
Cartesian coordinates (Å):
O: 0.49 -0.95 -1.49  0.12
C: 0.87 -1.42 -0.42  0.67
C: -1.04 1.72 1.91  0.01
O: -1.30 2.15 2.91  0.00
Li: -0.72 1.01 -0.32  0.01
Tl: 1.71 -2.51 -2.60  0.19

## Properties
HOMO level (spin up / spin down) in eV: -10.121 / -14.335
Net charge: +1
Largest force on an atom in hartree/bohr: 0.048
Multiplicity: 2
Lowest unoccupied orbital energy (spin up / spin down) in eV: -4.2 / -4.3
Relative energy (zero: lowest compared OMol25 entry of this formula, charge and spin) in kcal per mole: 0.0


The following is a quantum chemistry calculation of C2N2OS in the gas phase, from the OMol25 dataset.

Last column: Mulliken charge in e.
Cartesian coordinates (Å):
C: -0.78 -0.68 -0.12  0.45
C: 1.32 0.05 0.19  0.44
N: 0.39 -0.61 -0.45  -0.37
N: 2.26 0.56 0.56  -0.32
O: -2.51 1.03 -0.26  -0.45
S: -2.28 -0.25 0.37  0.25

## Properties
HOMO level in eV: -9.814
Net charge: 0
Largest force on an atom in hartree/bohr: 0.047
Lowest unoccupied orbital energy in eV: -1.7
Relative energy (zero: lowest compared OMol25 entry of this formula, charge and spin) in kcal per mole: 35.1


The following is a quantum chemistry calculation of 3 unconnected molecules or ions with the total composition C2N3O6S, from the OMol25 dataset.

Last column: Mulliken spin population.
Cartesian coordinates (Å):
C: 0.76 1.57 -0.25  -0.01
C: -0.89 -1.36 -2.11  0.00
N: 1.75 2.03 -0.57  0.04
N: 1.69 0.60 1.99  0.94
N: 1.29 -0.38 2.31  0.32
O: 0.02 -1.06 -2.69  0.00
O: -1.90 -1.85 -1.80  0.00
O: 0.91 -1.40 2.73  0.66
O: -0.12 -0.77 0.20  0.01
O: -1.57 0.84 -1.12  0.00
O: -1.24 1.17 1.27  0.01
S: -0.70 0.60 0.03  0.02

## Properties
HOMO level (spin up / spin down) in eV: -2.225 / -6.516
Net charge: -1
Largest force on an atom in hartree/bohr: 0.282
Multiplicity: 3
Lowest unoccupied orbital energy (spin up / spin down) in eV: 3.6 / -0.4


The following is a quantum chemistry calculation of a gas-phase ion, C2NO3S (charge -1), from the OMol25 dataset.

Last column: Mulliken charge in e.
Cartesian coordinates (Å):
N: -2.63 -0.71 0.87  -0.43
C: -2.03 0.02 0.29  0.31
S: -1.12 0.97 -0.75  -0.06
O: 0.24 0.24 -0.86  -0.36
C: 1.61 -0.09 0.01  0.68
O: 2.39 -0.53 -0.78  -0.55
O: 1.53 0.11 1.22  -0.59

## Properties
HOMO level in eV: -4.605
Net charge: -1
Largest force on an atom in hartree/bohr: 0.114
SMILES: N#CSOC(=O)[O-]
Lowest unoccupied orbital energy in eV: 3.4
Relative energy (zero: lowest compared OMol25 entry of this formula, charge and spin) in kcal per mole: 12.1